# 1
C5H16N5S | ωB97M-V with the def2-TZVPD basis set

Its maximum force is 3.00 eV/Å. Its gap between HOMO and LUMO is 0.2875 Eh. For the LUMO energy, the calculation gives -4.00 eV. As for the total charge: +1. As for the total energy: -23721.633 eV. As for the spin multiplicity: 1.

XYZ file:
```
27
Properties=species:S:1:pos:R:3:lowdin_charge:R:1
C -2.9898 0.8061 -0.3803 -0.446
C 2.2166 -1.4514 -0.5620 -0.158
C 1.7957 0.9242 -0.9028 -0.073
C 3.7542 0.1394 0.4912 -0.113
C 2.2913 -0.1368 0.1048 -0.925
N -3.2243 -0.4670 -0.8132 0.081
N -1.8533 1.0711 0.2687 0.224
N -3.7883 1.7780 -0.7917 0.219
N -3.5678 -1.5110 1.0776 0.111
N -3.2864 -1.5322 -0.1900 -0.014
S 1.4191 -0.3116 1.7001 0.747
H 2.7667 -2.2037 -0.0981 0.063
H 1.1846 -1.8435 -0.4985 0.085
H 2.4438 -1.3981 -1.5675 0.070
H 1.6257 1.7900 -0.3861 0.042
H 0.8343 0.6028 -1.2654 0.070
H 2.4537 1.1950 -1.6889 0.087
H 3.8195 1.0390 1.0056 0.049
H 4.2880 -0.6856 1.1051 0.129
H 4.0762 0.3047 -0.5079 0.069
H -1.3011 0.3580 0.6702 0.057
H -1.3799 1.9051 0.0251 0.118
H -4.6454 1.4471 -1.2594 0.158
H -3.5603 2.7460 -0.5986 0.144
H -3.4589 -2.3248 1.6593 0.128
H -3.6800 -0.5868 1.5662 0.149
H 1.7660 -1.6541 1.8365 -0.071
```

***

# 2
C38H44FN2P2RuSi2 | ωB97M-V with the def2-TZVPD basis set

Its maximum force is 0.50 eV/Å. Its gap between HOMO and LUMO (spin up / spin down) is 0.2498 / 0.2616 Eh. For the LUMO energy (spin up / spin down), the calculation gives -2.89 / -3.99 eV. As for the expectation value of S²: 6.033. As for the total charge: +1. As for the total energy: -82728.760 eV. As for the spin multiplicity: 5.

XYZ file:
```
90
Properties=species:S:1:pos:R:3:lowdin_spin:R:1
Ru -0.1614 0.3757 0.5610 2.570
C -1.4717 -4.3178 -1.0580 0.007
Si -1.9250 -2.7149 -0.2019 0.022
C -3.5891 -2.1153 -0.8255 0.002
C -2.1445 -3.0243 1.6338 0.002
N -0.7023 -1.4934 -0.4893 0.167
P 0.6744 -1.4369 -1.3230 0.106
C 1.3183 0.1277 -0.8470 0.638
P 0.9274 1.7037 -1.5122 0.095
N -0.5725 1.8474 -0.9747 0.132
Si -2.2777 2.1672 -1.1348 0.014
C -2.5558 3.9992 -1.3694 0.002
C -3.0866 1.1807 -2.5117 0.004
C -3.0738 1.6083 0.4740 0.019
C 2.0328 2.8820 -0.7234 0.007
C 1.5886 4.1821 -0.5038 0.001
C 2.4388 5.1168 0.0678 0.000
C 3.7337 4.7554 0.4154 0.001
C 4.1752 3.4541 0.2098 0.001
C 3.3244 2.5154 -0.3560 0.012
C 1.1663 1.9406 -3.2795 0.011
C 0.0894 1.9725 -4.1529 0.002
C 0.2974 2.1399 -5.5145 0.001
C 1.5867 2.2681 -6.0059 0.000
C 2.6720 2.2355 -5.1356 0.001
C 2.4642 2.0798 -3.7765 0.002
C 1.8456 -2.7080 -0.8136 0.015
C 1.6913 -3.2634 0.4548 0.004
C 2.5981 -4.2015 0.9242 0.000
C 3.6659 -4.5895 0.1285 0.003
C 3.8196 -4.0480 -1.1404 0.000
C 2.9143 -3.1116 -1.6120 0.005
C 0.4513 -1.4818 -3.1085 0.013
C 1.5050 -1.1611 -3.9669 0.007
C 1.3115 -1.1523 -5.3365 0.000
C 0.0584 -1.4448 -5.8621 0.004
C -0.9993 -1.7397 -5.0155 0.000
C -0.8033 -1.7569 -3.6415 0.006
H -2.2935 -5.0283 -0.9262 0.001
H -1.3259 -4.1927 -2.1336 0.000
H -0.5701 -4.7806 -0.6543 0.000
H -4.3674 -2.8087 -0.4937 0.000
H -3.8392 -1.1304 -0.4217 0.000
H -3.6592 -2.0531 -1.9136 0.000
H -2.9270 -3.7768 1.7657 0.000
H -1.2500 -3.3915 2.1399 0.000
H -2.4891 -2.1243 2.1530 0.000
H -2.0056 4.3633 -2.2424 0.000
H -3.6096 4.2437 -1.5226 0.000
H -2.2054 4.5626 -0.5004 0.000
H -2.7960 1.4655 -3.5226 0.000
H -2.8775 0.1148 -2.3915 0.000
H -4.1705 1.3147 -2.4445 0.001
H -2.8894 2.3320 1.2701 0.000
H -4.1548 1.4934 0.3635 0.002
H -2.6972 0.6341 0.8245 0.008
H 0.5759 4.4632 -0.7712 0.000
H 2.0907 6.1262 0.2450 0.000
H 4.3992 5.4873 0.8554 0.000
H 5.1811 3.1694 0.4910 0.000
H 3.6609 1.4934 -0.4950 0.010
H -0.9163 1.8660 -3.7733 0.000
H -0.5475 2.1673 -6.1905 0.000
H 1.7521 2.4025 -7.0672 0.000
H 3.6780 2.3471 -5.5184 0.000
H 3.3157 2.0729 -3.1064 0.000
H 0.8516 -2.9708 1.0713 0.000
H 2.4644 -4.6326 1.9081 0.000
H 4.3744 -5.3226 0.4924 0.000
H 4.6422 -4.3632 -1.7691 0.000
H 3.0326 -2.7230 -2.6146 0.000
H 2.4762 -0.8891 -3.5684 0.003
H 2.1325 -0.9014 -5.9956 0.000
H -0.0927 -1.4323 -6.9341 0.000
H -1.9788 -1.9571 -5.4218 0.000
H -1.6350 -1.9737 -2.9849 0.001
F 0.5301 4.8602 3.2728 0.005
C 0.4923 3.5334 3.1082 0.018
C -0.7149 2.8831 3.2220 0.013
C -0.7394 1.5029 3.0369 0.033
C 0.4405 0.7851 2.7542 0.003
C 0.3457 -0.6008 2.3049 -0.017
C 1.6472 1.5141 2.6180 0.026
C 1.6808 2.8742 2.8142 0.006
H -1.6086 3.4435 3.4612 0.000
H -1.6670 0.9591 3.1700 0.005
H -0.4959 -1.1649 2.6955 0.002
H 1.2737 -1.1619 2.2805 0.004
H 2.5530 0.9805 2.3588 0.000
H 2.5958 3.4417 2.7160 0.000
```